Computed, not measured: a cluster of 7 separate species, C25H62IN2O7P in total at a distorted geometry, with the ωB97M-V functional and the def2-TZVPD basis.

Properties
HOMO level: -9.4 eV
lowest unoccupied orbital energy: -0.450 eV
charge: 0
E_tot: -61627.5880 eV

Last columns: bonded neighbours and bond lengths (Å).
Geometry (Å):
1 I 2.15316 -5.00999 3.35335  P2 2.508
2 P 2.63354 -3.19315 1.69224  I1 2.508, O9 1.742, N11 1.819
3 O -1.96470 -3.76865 2.28791  C16 1.427, C34 1.425
4 O 2.49785 -3.07577 -2.33529  C30 1.425, C33 1.427
5 O 0.91193 8.34571 -1.16943  C20 1.427, C35 1.425
6 O 1.43078 2.63277 0.84971  C18 1.427, C24 1.425
7 O 2.66736 4.72879 -3.60042  C23 1.425, C28 1.427
8 O -5.74132 -6.70704 3.73040  C17 1.425, C32 1.427
9 O 4.34180 -3.10810 1.36318  P2 1.742, C21 1.500
10 N 5.91464 -2.66080 3.58791  C21 1.311
11 N 2.07175 -1.70494 2.57488  P2 1.819, H51 1.064, H58 1.064
12 C 1.50327 5.81778 -5.47897  C28 1.518, H63 1.095, H86 1.095, H93 1.092
13 C 2.90894 4.49104 0.19259  C18 1.518, H43 1.092, H46 1.095, H66 1.095
14 C 2.87535 -0.66914 -2.69909  C30 1.518, H47 1.093, H55 1.096, H78 1.095
15 C -3.16013 -3.58394 4.43350  C34 1.518, H68 1.093, H70 1.096, H77 1.095
16 C -2.47982 -5.04915 1.92432  O3 1.427, C36 1.518, H96 1.096, H98 1.095
17 C -6.58510 -5.89250 4.54002  O8 1.425, C31 1.518, H73 1.094, H85 1.097
18 C 2.21741 3.73106 1.31036  O6 1.427, C13 1.518, H53 1.096, H84 1.095
19 C -0.28350 8.53042 0.97616  C35 1.518, H41 1.096, H75 1.093, H92 1.095
20 C 0.39681 7.06521 -1.53301  O5 1.427, C25 1.518, H44 1.095, H49 1.096
21 C 5.02642 -2.66895 2.62388  O9 1.500, N10 1.311
22 C 3.83151 3.06014 -4.98862  C23 1.518, H60 1.096, H62 1.093, H97 1.095
23 C 2.62933 3.40548 -4.12800  O7 1.425, C22 1.518, H54 1.094, H56 1.097
24 C 2.12567 1.61074 0.14011  O6 1.425, C29 1.518, H80 1.094, H89 1.097
25 C -0.89154 7.13616 -2.33322  C20 1.518, H40 1.095, H57 1.092, H65 1.095
26 C -7.54479 -7.91660 2.56661  C32 1.518, H42 1.092, H81 1.095, H95 1.095
27 C 3.83522 -3.81240 -4.26887  C33 1.518, H39 1.095, H61 1.092, H88 1.095
28 C 2.70701 5.79002 -4.55407  O7 1.427, C12 1.518, H69 1.096, H74 1.095
29 C 3.21966 0.94286 0.95392  C24 1.518, H38 1.095, H71 1.096, H79 1.093
30 C 3.30125 -1.94759 -1.99958  O4 1.425, C14 1.518, H59 1.094, H87 1.097
31 C -6.93676 -6.52233 5.87599  C17 1.518, H48 1.093, H67 1.096, H94 1.095
32 C -6.25645 -7.98754 3.36682  O8 1.427, C26 1.518, H76 1.095, H91 1.096
33 C 2.47044 -3.44634 -3.71339  O4 1.427, C27 1.518, H45 1.095, H50 1.096
34 C -2.80848 -2.95410 3.09753  O3 1.425, C15 1.518, H37 1.094, H64 1.097
35 C 0.06815 9.16026 -0.35980  O5 1.425, C19 1.518, H82 1.094, H90 1.097
36 C -3.76816 -4.97820 1.12412  C16 1.518, H52 1.092, H72 1.095, H83 1.095
37 H -3.70884 -2.67378 2.54216  C34 1.094
38 H 3.68978 0.14006 0.37672  C29 1.095
39 H 4.27778 -4.63064 -3.69061  C27 1.095
40 H -1.21800 6.13089 -2.61990  C25 1.095
41 H 0.62593 8.29104 1.53863  C19 1.096
42 H -8.35327 -7.45202 3.13495  C26 1.092
43 H 3.61640 3.86207 -0.35182  C13 1.092
44 H 1.16595 6.58215 -2.14497  C20 1.095
45 H 1.81340 -4.31932 -3.78838  C33 1.095
46 H 3.46237 5.34479 0.59774  C13 1.095
47 H 2.96531 -0.74912 -3.78537  C14 1.093
48 H -7.49825 -7.45197 5.75348  C31 1.093
49 H 0.27638 6.43981 -0.64130  C20 1.096
50 H 1.99908 -2.65541 -4.30756  C33 1.096
51 H 2.55110 -1.70994 3.52519  N11 1.064
52 H -4.57664 -4.51362 1.69246  C36 1.092
53 H 2.93708 3.39030 2.06319  C18 1.096
54 H 1.69317 3.24187 -4.67067  C23 1.094
55 H 1.82780 -0.43947 -2.47410  C14 1.096
56 H 2.60710 2.72646 -3.26730  C23 1.097
57 H -1.70001 7.60074 -1.76487  C25 1.092
58 H 1.06797 -1.95757 2.82283  N11 1.064
59 H 4.35732 -2.16751 -2.18405  C30 1.094
60 H 4.75972 3.19026 -4.42096  C22 1.096
61 H 4.53092 -2.97161 -4.22938  C27 1.092
62 H 3.89771 3.69973 -5.87239  C22 1.093
63 H 1.56531 6.67339 -6.15970  C12 1.095
64 H -2.26005 -2.02269 3.28206  C34 1.097
65 H -0.74656 7.73078 -3.24161  C25 1.095
66 H 2.17476 4.86009 -0.53166  C13 1.095
67 H -6.02732 -6.76171 6.43845  C31 1.096
68 H -3.72162 -4.51358 4.31099  C15 1.093
69 H 3.64333 5.75218 -5.12208  C28 1.096
70 H -2.25070 -3.82332 4.99596  C15 1.096
71 H 2.80691 0.51815 1.87587  C29 1.096
72 H -4.09463 -5.98347 0.83744  C36 1.095
73 H -7.48546 -5.61218 3.98465  C17 1.094
74 H 2.73319 6.72305 -3.98117  C28 1.095
75 H -0.84499 7.60079 0.85366  C19 1.093
76 H -5.48731 -8.47060 2.75486  C32 1.095
77 H -3.77232 -2.89954 5.02972  C15 1.095
78 H 3.49728 0.17078 -2.37292  C14 1.095
79 H 4.00230 1.64909 1.24241  C29 1.093
80 H 2.51744 2.00489 -0.80266  C24 1.094
81 H -7.87126 -8.92186 2.27993  C26 1.095
82 H -0.83221 9.44058 -0.91517  C35 1.094
83 H -3.62319 -4.38358 0.21572  C36 1.095
84 H 1.53146 4.41066 1.82712  C18 1.095
85 H -6.03668 -4.96108 4.72455  C17 1.097
86 H 0.57661 5.89586 -4.90020  C12 1.095
87 H 3.20273 -1.80489 -0.91686  C30 1.097
88 H 3.74926 -4.12751 -5.31417  C27 1.095
89 H 1.37864 0.85512 -0.13070  C24 1.097
90 H 0.61658 10.09167 -0.17527  C35 1.097
91 H -6.37688 -8.61294 4.25853  C32 1.096
92 H -0.89569 9.21482 1.57239  C19 1.095
93 H 1.43363 4.91242 -6.08558  C12 1.092
94 H -7.54895 -5.83794 6.47221  C31 1.095
95 H -7.39982 -7.32197 1.65822  C26 1.095
96 H -2.60025 -5.67455 2.81604  C16 1.096
97 H 3.77135 2.02192 -5.33087  C22 1.095
98 H -1.71068 -5.53221 1.31236  C16 1.095